Density functional theory data (ωB97M-V/def2-TZVPD) for 2 unconnected molecules or ions with the total composition C3H4O3.

Atoms and positions in Å:
O1 2.11838 1.04882 -0.01619
C1 0.79479 -0.67107 0.32454
C2 -0.30091 0.13274 -0.16136
O2 -0.18886 1.26601 -0.58488
C3 -1.72403 -0.40248 -0.14643
O3 -2.02881 -1.53852 -0.39881
H1 1.72945 1.83602 -0.46803
H2 0.67988 -1.77621 0.24413
H3 1.36446 -0.30818 1.15358
H4 -2.44435 0.41286 0.05345

Computed properties:
Calculated total energy (eV): -9312.526
LUMO energy (alpha / beta) (eV): -2.454 / -2.455
Kohn-Sham gap (alpha / beta) (eV): 7.72 / 7.72
ΔE to the lowest compared entry with this formula, charge and spin (eV): 6.175